[1]
15
Properties=species:S:1:pos:R:3:forces:R:3:lowdin_charge:R:1 method="wB97M-V/def2-TZVPD" multiplicity=1 lumo_ev=0.48 max_force_ha_per_bohr=0.020 smiles="N/C(=C/C(=O)O)CO" gap_ev=8.95 e_above_lowest_ev=1.142
C -0.6947 0.5844 -0.0005 -0.43 -0.57 -0.35 -0.276
C -1.2029 -0.8640 0.0145 0.71 -0.14 0.22 -0.182
C 0.6237 0.9269 -0.0322 -0.25 0.12 0.27 0.000
C 1.7677 0.0314 0.0106 0.66 0.67 -0.25 -0.533
H -2.6713 1.1771 0.0280 0.47 0.02 0.01 0.100
H -1.4963 2.4601 0.1021 -0.09 -0.08 -0.09 0.111
H -0.7790 -1.3703 0.9099 -0.32 0.29 -0.50 0.133
H -0.8033 -1.4025 -0.8690 -0.33 0.35 0.40 0.133
H -2.9547 -1.7463 -0.1583 0.35 0.87 0.22 0.112
H 0.8920 1.9865 -0.0493 -0.06 -0.40 0.01 0.119
H 2.3751 -1.7054 -0.0397 0.45 -0.34 0.02 0.114
N -1.7096 1.4878 -0.0461 0.32 0.14 0.16 0.132
O -2.6247 -0.8483 0.0519 -0.20 -0.99 -0.25 -0.083
O 1.5027 -1.3092 -0.0412 -0.40 0.50 0.08 0.069
O 2.9273 0.4219 0.0449 -0.88 -0.43 0.04 0.053

=====

[2]
15
Properties=species:S:1:pos:R:3:forces:R:3:lowdin_charge:R:1 method="wB97M-V/def2-TZVPD" multiplicity=1 lumo_ev=-0.29 max_force_ha_per_bohr=0.037 gap_ev=8.90 e_above_lowest_ev=5.977
C -0.7660 -0.9660 -0.9882 1.44 0.82 0.14 -0.066
C 1.0517 0.1114 -0.8072 -0.60 -0.27 -0.59 -0.181
C -0.1202 -0.2043 0.9198 -1.43 -1.28 -0.14 -0.396
C -0.5385 1.1918 1.3129 0.28 0.27 -0.16 -0.162
O -1.4685 -0.7659 0.0889 0.40 0.37 1.18 -0.095
O 2.0320 -0.8525 -0.6764 -0.01 -0.04 0.19 -0.072
N -1.6213 1.7951 1.1121 0.12 -0.18 -0.04 0.150
O 0.5039 -1.0018 1.5600 -0.24 0.59 -0.59 0.107
H 2.0448 -1.1460 0.2523 -0.03 0.04 -0.07 0.086
H -2.2698 1.2226 0.5703 0.07 -0.09 0.01 0.065
H -0.1192 -1.8458 -1.0284 -0.04 0.02 -0.14 0.116
H -1.1839 -0.5893 -1.9274 0.10 -0.12 0.07 0.117
H 1.3303 1.0915 -0.4061 -0.13 -0.06 0.21 0.103
H 0.8724 0.2823 -1.8696 0.06 -0.04 -0.04 0.102
H 0.2525 1.6768 1.8871 0.02 -0.02 -0.01 0.126